Record 1
Computed, not measured: a molecular structure, C20H46CdN5O14S2, with ωB97M-V with the def2-TZVPD basis set.

Properties
E_LUMO, eV: -6.1
Charge: +1
E_tot, eV: -83825.334
Frontier orbital gap, eV: 5.48
Max |F|, eV Å⁻¹: 6.2

XYZ file:
```
88
Properties=species:S:1:pos:R:3:forces:R:3:lowdin_charge:R:1
Cd -1.93059 -0.73589 -2.05726 2.201 0.698 1.514 1.507
C 0.14396 -0.47220 0.72977 -0.808 0.117 -0.258 -0.282
O -0.89360 -0.57609 -0.21405 -0.487 0.015 -0.203 -0.509
H 1.03978 -1.06064 0.53147 0.080 -0.185 -0.384 0.042
H 0.45898 0.56026 0.88094 0.220 0.462 -0.418 0.041
H -0.16945 -0.72983 1.74145 -0.390 -0.501 0.233 0.060
C 0.46165 -3.78274 -2.42324 1.075 -0.583 0.431 0.030
C 0.37205 -2.60505 -3.34873 -1.808 -2.664 1.193 -0.550
O -0.01911 -1.50745 -2.92302 0.125 1.123 -0.220 -0.128
N 0.44676 -2.90471 -4.61270 0.224 0.868 -1.795 0.062
C 0.29749 -1.89207 -5.62501 -0.220 0.509 -1.445 -0.040
H -0.47171 -4.06276 -1.93485 -0.156 0.486 -0.046 0.095
H 1.20234 -3.57468 -1.65111 -0.112 0.104 0.178 0.085
H 0.81162 -4.69305 -2.91003 0.029 0.110 -0.218 0.095
H 0.61209 -3.82846 -4.98617 0.242 -0.079 0.714 0.168
H 1.26409 -1.60767 -6.04082 0.067 0.224 0.250 0.087
H -0.25683 -1.00992 -5.30463 0.317 -0.150 0.419 0.087
H -0.25979 -2.26666 -6.48362 -0.075 -0.363 0.137 0.098
C -5.61240 -2.14531 4.54067 0.395 0.503 0.169 0.012
C -5.27049 -1.43717 3.25691 -2.240 -0.134 0.089 -0.581
O -6.08775 -1.21627 2.38564 -0.066 -0.196 -0.512 0.052
N -3.98314 -1.11470 3.13835 1.334 -0.309 -0.106 0.006
C -3.39010 -0.86841 1.85236 0.270 1.590 -0.263 -0.093
H -6.46020 -1.73974 5.09281 0.021 0.147 -0.330 0.091
H -4.70522 -2.02533 5.13289 -0.309 -0.719 0.622 0.067
H -5.83852 -3.17977 4.28208 0.246 -0.046 0.217 0.095
H -3.46932 -1.11460 4.00787 0.439 -0.101 -0.624 0.130
H -3.07691 -1.70213 1.22394 0.081 -0.600 0.594 0.061
H -2.54430 -0.19235 1.97756 0.170 -0.216 -0.044 0.062
H -4.08610 -0.31687 1.22030 -0.299 0.072 0.212 0.080
C 3.74670 -1.07561 -4.27521 -1.247 0.364 -1.116 0.000
C 4.17285 -1.46843 -2.91545 2.473 -0.680 -0.810 -0.603
O 5.31356 -1.85956 -2.77962 0.779 -0.156 0.383 0.063
N 3.32435 -1.40240 -1.90830 -1.420 -0.444 0.622 0.028
C 3.70247 -1.58186 -0.50089 -1.139 1.199 0.049 -0.029
H 4.57874 -0.71510 -4.88006 0.013 -0.027 0.357 0.101
H 2.94193 -0.34052 -4.28404 -0.024 0.279 0.046 0.062
H 3.33065 -1.93141 -4.80682 0.125 -0.294 0.036 0.076
H 2.38094 -1.20532 -2.21036 -0.139 0.199 0.863 0.094
H 4.75388 -1.81299 -0.33000 -0.236 0.045 -0.516 0.099
H 3.05347 -2.24810 0.06747 0.102 -0.610 -0.473 0.061
H 3.42576 -0.61195 -0.08759 0.630 0.163 0.607 0.066
C 2.26028 5.63397 3.43559 0.016 -1.468 0.405 0.018
C 3.04028 4.67828 2.54126 -2.780 0.411 1.830 -0.639
O 3.83386 5.08653 1.80612 4.394 1.929 -3.910 0.105
N 2.70584 3.38296 2.58909 -1.350 -1.506 1.180 -0.013
C 3.28918 2.22220 1.92476 -0.032 0.275 1.054 -0.054
H 1.97577 6.56923 2.95349 0.144 -0.320 -0.105 0.093
H 2.92333 5.82374 4.27966 -0.235 0.234 0.150 0.091
H 1.40366 5.04226 3.75837 -0.393 0.691 0.455 0.063
H 2.08927 3.16823 3.35970 0.062 -0.252 -0.154 0.125
H 2.51586 1.76412 1.30811 0.358 -0.019 -0.526 0.047
H 3.51056 1.51164 2.72112 0.133 -0.230 -0.101 0.084
H 4.23904 2.44168 1.43722 -0.399 0.217 -0.289 0.094
C -2.09841 3.35864 -3.01824 0.311 0.435 0.052 0.026
C -0.98399 2.38170 -2.82914 -1.151 0.284 0.001 -0.570
O -1.22963 1.16500 -2.85811 -0.728 -1.289 -0.287 -0.143
N 0.23146 2.77391 -2.58859 3.148 -1.181 -0.003 0.099
C 1.37209 1.71944 -2.50326 -1.220 0.902 0.537 0.022
H -2.28927 3.54257 -4.07551 -0.112 -0.394 -0.078 0.102
H -1.85437 4.34373 -2.62057 -0.138 -0.089 0.312 0.094
H -2.96472 2.91182 -2.53042 -0.122 0.392 -0.158 0.095
H 0.51122 3.74039 -2.67665 -0.226 -0.051 0.066 0.155
H 2.26846 2.09718 -2.99512 -0.290 -0.044 -0.097 0.094
H 1.00487 0.76232 -2.87363 0.023 0.405 -0.530 0.043
H 1.59718 1.49509 -1.46062 0.001 0.450 0.144 0.073
C -0.63570 4.08393 1.05963 0.956 0.427 0.447 -0.205
C -1.69545 3.05409 0.88463 -1.381 -1.955 -0.182 -0.150
O -2.93164 3.49283 1.57110 0.570 0.904 -0.684 -0.208
S -2.82015 5.10733 1.92011 -0.489 0.359 -1.011 0.803
O -3.38155 5.36716 3.25346 1.475 -0.562 -3.518 -0.229
O -3.21629 5.91341 0.69448 1.652 -2.691 4.173 -0.278
O -1.16413 4.89910 2.07954 -1.288 2.348 0.328 -0.210
H -0.27670 4.60780 0.17376 -0.767 0.437 -0.204 0.127
H 0.29608 3.70545 1.47994 -0.122 -0.407 0.160 0.113
H -1.40910 2.08913 1.30291 -0.127 0.185 0.753 0.108
H -1.89811 2.72061 -0.13312 -0.362 0.824 -0.303 0.104
C -0.24110 -3.97151 2.98332 -0.787 1.632 -2.264 -0.173
C -0.12314 -3.86451 1.40070 0.446 -2.805 1.068 -0.141
O -0.15454 -5.27888 0.99087 -0.291 -1.093 0.678 -0.251
S -0.52554 -6.38398 2.23204 0.943 0.020 -0.144 0.736
O 0.38076 -7.54474 2.22737 -1.959 3.380 -0.183 -0.232
O -1.94263 -6.58336 2.32845 1.029 0.061 -0.624 -0.232
O -0.15995 -5.31353 3.40879 0.722 -0.235 -0.442 -0.186
H -1.22351 -3.51772 3.11393 -0.071 -0.366 1.085 0.117
H 0.54225 -3.29339 3.32189 -0.008 -0.709 0.922 0.128
H 0.87003 -3.50116 1.13672 -0.255 0.112 -0.318 0.101
H -0.95233 -3.34919 0.91595 0.217 0.128 0.162 0.103
```
Forces are in eV/Å.

Record 2
Computed, not measured: 5 unconnected molecules or ions with the total composition C53H62Cl2F2IN5O3S, with ωB97M-V with the def2-TZVPD basis set.

Properties
E_LUMO, eV: 0.3
SMILES: CC[C@H](I)c1c2c(cc(COc3ccccc3)c1[C@@H](C)F)N(CCCF)c1c(OC(=O)c3ccccc3)ccc(/C(Cl)=C(/C)Cl)c1S2.CCCC#N.CCCC#N.CCCC#N.CCCC#N
E_tot, eV: -118975.466
Frontier orbital gap, eV: 8.48
Max |F|, eV Å⁻¹: 0.7

XYZ file:
```
129
Properties=species:S:1:pos:R:3:forces:R:3:lowdin_charge:R:1
C 0.57098 2.15308 1.14543 -0.017 0.017 -0.186 -0.102
C -0.36419 1.50834 2.15364 -0.216 0.286 0.165 -0.345
C -1.63515 0.96251 1.48240 0.289 -0.065 -0.068 -0.692
I -2.70631 -0.33728 2.83180 -0.133 0.027 0.056 0.878
C -1.47470 0.31363 0.12791 -0.216 0.040 -0.221 -0.239
C -0.60677 -0.78402 -0.00985 0.062 0.031 -0.048 -0.367
C -0.37320 -1.35921 -1.24705 -0.039 0.072 -0.184 -0.201
C -1.03836 -0.85955 -2.35089 0.043 0.012 -0.109 0.053
C -1.93087 0.18868 -2.26359 0.000 0.112 0.249 -0.104
C -2.54656 0.61335 -3.57578 0.051 0.043 -0.356 -0.132
O -3.94133 0.39393 -3.70681 -0.120 0.196 0.216 -0.039
C -4.37625 -0.88061 -3.44818 -0.037 -0.239 -0.097 -0.269
C -5.51909 -1.02783 -2.67708 -0.237 -0.051 0.091 -0.011
C -6.02418 -2.29279 -2.42091 0.134 -0.402 -0.134 -0.076
C -5.38646 -3.42079 -2.92659 0.193 0.111 -0.159 -0.080
C -4.25195 -3.26319 -3.71115 -0.015 -0.003 -0.006 -0.088
C -3.74350 -2.00146 -3.97601 -0.040 0.246 0.026 -0.022
C -2.15724 0.79989 -1.01145 0.081 -0.123 0.097 -0.039
C -3.11336 1.97519 -0.90605 -0.023 0.023 -0.206 -0.288
C -2.77476 3.19022 -1.77018 -0.186 0.023 0.212 -0.006
F -4.41138 1.55291 -1.22345 0.027 0.016 0.048 -0.003
N 0.51559 -2.45221 -1.45416 -0.078 -0.111 0.306 -0.028
C -0.14366 -3.77671 -1.41040 0.312 -0.315 -0.172 -0.120
C -0.93931 -4.11866 -2.66369 -0.148 0.427 -0.022 -0.142
C -0.22365 -3.87539 -3.97649 -0.249 -0.052 -0.147 -0.172
F -1.19998 -3.58240 -4.95562 0.074 -0.064 0.010 -0.080
C 1.70989 -2.40071 -0.69199 0.020 0.086 0.145 -0.157
C 2.91666 -2.78655 -1.26064 0.213 0.030 -0.100 -0.183
O 2.91117 -3.19349 -2.59467 -0.036 0.147 0.089 0.082
C 3.11350 -2.18856 -3.51898 -0.315 0.039 -0.611 -0.395
O 2.50214 -2.20656 -4.55069 0.329 -0.091 0.440 0.156
C 4.16370 -1.17491 -3.19514 -0.010 0.021 0.187 -0.159
C 5.50058 -1.53360 -3.32570 0.091 0.152 0.028 -0.037
C 6.48678 -0.59669 -3.05284 -0.131 0.001 0.047 -0.074
C 6.13592 0.67989 -2.63548 0.041 -0.009 0.016 -0.074
C 4.80197 1.03794 -2.49841 -0.144 -0.148 0.059 -0.065
C 3.81027 0.10621 -2.78035 0.136 -0.228 -0.132 -0.006
C 4.09325 -2.76357 -0.53461 0.050 -0.086 0.084 0.022
C 4.09373 -2.29654 0.77007 -0.283 -0.110 -0.073 -0.021
C 2.90856 -1.87056 1.36293 0.003 -0.120 -0.215 -0.296
C 2.90587 -1.31708 2.73532 0.242 0.374 -0.232 -0.697
Cl 2.13179 -2.28804 3.94447 -0.017 -0.235 0.165 0.724
C 3.41384 -0.13116 3.07107 -0.109 -0.132 0.320 -0.718
C 3.42832 0.49049 4.42831 -0.080 0.043 -0.140 -0.136
Cl 4.08145 0.88609 1.83889 0.075 0.036 -0.240 0.731
C 1.72268 -1.95701 0.62663 0.002 0.138 0.136 -0.342
S 0.20771 -1.47596 1.39533 -0.011 -0.229 0.010 1.020
H 1.05022 1.41666 0.49778 0.064 -0.036 0.028 0.071
H 1.33393 2.74059 1.64956 0.061 -0.051 0.045 0.044
H 0.00810 2.83169 0.49674 -0.044 0.023 0.048 0.057
H 0.14203 0.75856 2.75273 0.108 -0.027 -0.066 0.051
H -0.69878 2.28013 2.85028 0.025 -0.076 0.054 0.082
H -2.30481 1.79907 1.40522 -0.144 0.029 0.046 0.039
H -0.84139 -1.30948 -3.31500 0.036 -0.003 -0.011 0.118
H -2.40279 1.67266 -3.76624 -0.046 0.025 0.017 0.114
H -2.02447 0.08636 -4.37783 0.105 -0.002 0.014 0.121
H -6.01425 -0.15687 -2.27276 0.133 0.149 0.008 0.106
H -6.91444 -2.43219 -1.82613 -0.012 0.126 0.127 0.073
H -5.75400 -4.41628 -2.72429 -0.137 0.003 0.065 0.101
H -3.73991 -4.11859 -4.13211 -0.046 -0.051 0.017 0.103
H -2.86244 -1.89365 -4.59401 -0.035 -0.061 -0.002 0.103
H -3.19102 2.32376 0.11306 0.006 -0.074 0.117 0.115
H -1.70517 3.25039 -1.95972 -0.059 -0.028 -0.098 0.057
H -3.08476 4.09723 -1.25287 0.009 0.061 -0.003 0.084
H -3.33225 3.15262 -2.70171 0.088 -0.049 -0.102 0.084
H 0.65057 -4.51081 -1.26925 0.065 0.015 -0.002 0.133
H -0.80177 -3.84419 -0.54003 -0.031 -0.021 0.072 0.129
H -1.25756 -5.15870 -2.60480 -0.119 -0.037 0.120 0.121
H -1.84219 -3.50228 -2.68101 0.021 -0.082 0.016 0.088
H 0.30158 -4.75634 -4.34074 0.183 0.026 0.052 0.124
H 0.44861 -3.02492 -3.94397 0.079 -0.080 0.041 0.076
H 5.77991 -2.52993 -3.64208 -0.074 -0.064 -0.025 0.124
H 7.52971 -0.86323 -3.15306 0.033 -0.027 -0.037 0.103
H 6.91658 1.39462 -2.41441 -0.017 0.080 0.010 0.104
H 4.51836 2.02944 -2.17316 0.094 -0.023 -0.050 0.057
H 2.76022 0.35025 -2.68260 -0.019 0.129 0.029 0.120
H 5.00737 -3.08816 -1.00705 0.063 0.008 -0.039 0.123
H 5.01651 -2.24711 1.32881 0.045 0.043 0.015 0.102
H 2.63384 1.23900 4.47921 -0.036 0.017 0.048 0.066
H 4.37455 1.00307 4.58468 0.060 -0.034 0.048 0.071
H 3.29158 -0.25619 5.20281 -0.013 0.001 0.050 0.041
C -11.54734 0.27941 -1.85678 0.025 0.024 0.015 -0.111
C -10.07514 0.52279 -2.16543 -0.115 0.014 0.034 -0.257
C -9.34330 -0.74369 -2.62499 -0.030 0.127 0.050 -0.183
C -9.37208 -1.78637 -1.59983 -0.090 0.191 -0.246 -0.253
N -9.41709 -2.59277 -0.78755 0.006 -0.232 0.256 0.156
H -11.66727 -0.43007 -1.03715 0.010 -0.028 -0.016 0.071
H -12.03770 1.20798 -1.56515 -0.008 0.001 -0.010 0.071
H -12.07108 -0.11776 -2.72833 -0.004 -0.007 -0.002 0.076
H -9.57475 0.92437 -1.28247 0.036 -0.002 -0.012 0.112
H -9.98258 1.27267 -2.95271 0.055 -0.021 -0.020 0.108
H -8.30054 -0.52529 -2.85499 0.016 -0.034 -0.054 0.093
H -9.80400 -1.14495 -3.52942 0.011 -0.017 -0.013 0.125
C 8.69795 -3.66156 4.74137 -0.018 -0.029 0.008 -0.108
C 7.40400 -4.27550 4.22142 0.113 0.010 0.049 -0.256
C 6.40068 -3.22430 3.73284 0.029 -0.116 0.016 -0.196
C 6.00918 -2.30961 4.80409 0.003 -0.135 -0.235 -0.228
N 5.70897 -1.60878 5.65886 -0.067 0.214 0.253 0.171
H 8.51302 -3.02228 5.60542 -0.015 0.024 -0.015 0.071
H 9.39547 -4.44011 5.04896 0.010 0.002 -0.008 0.072
H 9.18461 -3.05935 3.97182 0.002 0.007 -0.001 0.077
H 6.93907 -4.87609 5.00489 -0.034 -0.006 -0.015 0.113
H 7.62264 -4.94883 3.39107 -0.055 0.007 -0.026 0.108
H 5.49608 -3.70126 3.35136 -0.015 0.025 -0.019 0.112
H 6.83474 -2.63374 2.92322 0.000 0.018 -0.004 0.116
C 1.11488 6.13291 -0.24533 0.003 0.005 -0.047 -0.098
C 0.44362 5.80820 -1.57454 0.031 0.054 0.080 -0.245
C 0.70120 4.37213 -2.05147 0.000 0.146 0.030 -0.196
C 2.12668 4.11581 -2.24625 -0.320 0.008 0.002 -0.204
N 3.24642 3.93736 -2.40484 0.324 0.023 -0.008 0.170
H 2.20026 6.05178 -0.31837 0.000 -0.035 -0.010 0.074
H 0.88014 7.15190 0.06180 -0.008 -0.001 0.000 0.073
H 0.77937 5.45970 0.54323 -0.012 -0.057 0.052 0.068
H 0.79308 6.50247 -2.34071 -0.028 -0.014 -0.036 0.113
H -0.63578 5.94739 -1.48769 -0.013 -0.045 -0.037 0.103
H 0.19305 4.18903 -2.99932 0.012 -0.039 -0.013 0.118
H 0.32595 3.64734 -1.32545 0.069 0.043 -0.050 0.077
C -0.38992 2.83408 7.34019 0.037 0.000 0.000 -0.104
C 0.90677 3.61899 7.49793 -0.097 -0.101 0.018 -0.256
C 1.07099 4.71732 6.43977 0.009 -0.049 0.102 -0.183
C 1.09434 4.15776 5.08965 0.033 0.120 0.291 -0.203
N 1.12169 3.67821 4.05011 0.038 -0.079 -0.295 0.192
H -0.42345 2.31153 6.38302 -0.008 0.017 -0.017 0.068
H -0.48362 2.08645 8.12694 -0.009 0.002 0.004 0.074
H -1.25838 3.49300 7.39766 -0.007 0.000 -0.004 0.078
H 1.75836 2.93861 7.44277 0.031 0.025 -0.003 0.110
H 0.93718 4.08822 8.48236 0.036 0.049 -0.019 0.108
H 2.00002 5.26699 6.59407 -0.008 0.033 -0.016 0.119
H 0.24785 5.43154 6.49860 -0.003 0.015 -0.005 0.121
```
Forces are in eV/Å.

Record 3
Computed, not measured: C3H6O in the gas phase, with ωB97M-V with the def2-TZVPD basis set.

Properties
E_LUMO, eV: 1.1
SMILES: CCC=O
E_tot, eV: -5254.589
Frontier orbital gap, eV: 10.75
Max |F|, eV Å⁻¹: 1.1

XYZ file:
```
10
Properties=species:S:1:pos:R:3:forces:R:3:lowdin_charge:R:1
C -0.43802 0.86164 0.35330 -0.372 -0.172 0.394 -0.072
C -0.22590 -0.73812 0.34096 0.030 0.578 -0.069 -0.157
C 0.73850 -0.59644 -0.77012 0.287 -0.186 -0.427 -0.378
O 0.42496 -0.58880 -1.93676 0.469 -0.532 0.194 0.032
H 0.22578 1.42004 -0.34297 -0.287 -0.665 0.349 0.081
H -1.43934 1.14303 0.03524 -0.107 -0.105 0.284 0.078
H -0.17516 1.25493 1.33329 -0.438 0.001 0.114 0.069
H -1.02106 -1.46070 0.07625 -0.140 1.122 0.038 0.118
H 0.19720 -1.06298 1.29977 0.157 0.192 -0.382 0.101
H 1.71304 -0.23260 -0.38897 0.401 -0.233 -0.494 0.128
```
Forces are in eV/Å.